# 1
# C4H12N2OS

A cluster of 2 separate species, C4H12N2OS in total in a non-equilibrium geometry (ωB97M-V with the def2-TZVPD basis set, the Open Molecules 2025 dataset).

The LUMO energy is 1.0 eV. For the energy above the lowest of the compared OMol25 structures with the same formula, charge and spin, the calculation gives 68.9 kcal/mol. As for the calculated total energy: -742.45120 Ha. The largest force on an atom comes out at 4.077 eV/A. The value obtained for the gap between HOMO and LUMO is 8.93 eV. The SMILES is C/C=N/CC.NSO.

The geometry in XYZ format:
```
20
Properties=species:S:1:pos:R:3:mulliken_charge:R:1
C -2.31684 0.32928 0.37037 -0.887
C -1.14497 0.93269 1.09068 -0.103
N -0.03736 0.40326 0.79542 -0.361
C 1.12634 1.07929 1.20318 -0.527
C 1.91191 1.85956 0.16381 -0.950
H -2.99320 -0.34953 1.06143 0.244
H -3.03864 1.09875 0.14702 0.344
H -1.98376 -0.37014 -0.44981 0.132
H -1.33177 1.75847 1.72358 0.435
H 1.67712 0.30560 1.56669 0.352
H 1.00812 1.77070 2.17108 0.372
H 1.79107 2.83897 0.41326 0.358
H 3.01967 1.57432 0.11035 0.238
H 1.55963 1.60539 -0.86931 0.272
N -0.23077 -3.40521 -1.83091 -0.398
S 1.09566 -2.66490 -1.17488 0.046
O 0.85501 -1.02980 -1.42812 -0.505
H -0.21610 -3.91439 -2.69365 0.211
H -1.18644 -3.38093 -1.57496 0.214
H 0.43532 -0.44138 -0.79523 0.514
```

***

# 2
# C4H12N2OSi

A cluster of 2 separate species, C4H12N2OSi in total in a non-equilibrium geometry (ωB97M-V with the def2-TZVPD basis set, the Open Molecules 2025 dataset).

The LUMO energy (alpha / beta) is -0.6 / -1.1 eV. For the energy above the lowest of the compared OMol25 structures with the same formula, charge and spin, the calculation gives 154.1 kcal/mol. As for the calculated total energy: -633.67322 Ha. The largest force on an atom comes out at 3.506 eV/A. The value obtained for the gap between HOMO and LUMO (alpha / beta) is 8.08 / 7.60 eV.

The geometry in XYZ format:
```
20
Properties=species:S:1:pos:R:3:mulliken_charge:R:1
C -0.73197 -0.08296 2.20075 -0.660
C -1.24236 0.88850 -1.17305 -0.988
C 1.24173 -1.29018 -1.17174 -1.037
C 1.74897 1.76353 -0.53787 -1.059
N -1.62177 -2.73282 0.24794 0.175
N 0.34682 0.07033 1.36139 -0.227
O -1.98383 -2.43482 1.31605 -0.205
Si 0.47736 0.31225 -0.33170 0.401
H -1.32486 -1.16891 1.97047 0.194
H -0.39218 -0.25643 3.16986 0.383
H -1.58454 0.58045 1.95965 0.297
H -1.73777 1.32409 -0.28714 0.253
H -1.23403 1.77431 -1.79375 0.373
H -1.85772 -0.03614 -1.41392 0.259
H 0.56582 -2.01671 -1.58180 0.369
H 1.70226 -0.96683 -2.06396 0.362
H 1.90640 -1.65515 -0.30933 0.218
H 2.66166 1.52453 -0.10001 0.339
H 1.69621 1.88309 -1.59770 0.274
H 1.36381 2.51987 0.13585 0.278
```

***

# 3
# C4H12N2PS

The ion C4H12N2PS with charge +1 in a non-equilibrium geometry (ωB97M-V with the def2-TZVPD basis set, the Open Molecules 2025 dataset).

The LUMO energy is -3.3 eV. For the energy above the lowest of the compared OMol25 structures with the same formula, charge and spin, the calculation gives 0.0 kcal/mol. The charge is +1. As for the calculated total energy: -1008.38473 Ha. The largest force on an atom comes out at 4.537 eV/A. The value obtained for the gap between HOMO and LUMO is 9.80 eV.

The geometry in XYZ format:
```
20
Properties=species:S:1:pos:R:3:mulliken_charge:R:1
C -0.33906 -0.92893 -0.87243 0.689
C 0.92815 1.42328 1.96782 -0.678
C -2.86676 0.13022 -0.90982 -1.126
C 2.15704 0.94512 1.19332 -0.628
N -1.00845 -2.07506 -1.01878 -0.326
N 1.01781 -0.86198 -0.73049 -0.293
P 1.85243 0.76155 -0.73153 0.078
S -1.20286 0.54583 -0.70880 0.103
H 0.83837 2.52592 1.59137 0.239
H -0.01595 0.87691 1.56389 0.083
H 0.81340 1.45080 3.13618 0.313
H -3.44355 1.08564 -1.00813 0.347
H -3.18144 -0.44663 -0.08730 0.374
H -3.18202 -0.34718 -1.93323 0.358
H 2.57237 0.00480 1.43075 0.408
H 3.08347 1.66632 1.12607 0.373
H -0.58025 -2.91958 -1.01948 0.177
H -1.99456 -2.15988 -1.22557 0.184
H 1.51807 -1.66481 -0.91011 0.236
H 3.03379 -0.01235 -0.85372 0.089
```

***

# 4
# C4H12N2S

A structure of composition C4H12N2S in a non-equilibrium geometry (ωB97M-V with the def2-TZVPD basis set, the Open Molecules 2025 dataset).

The LUMO energy (alpha / beta) is 3.7 / 3.6 eV. For the energy above the lowest of the compared OMol25 structures with the same formula, charge and spin, the calculation gives 58.3 kcal/mol. The charge is -1. As for the calculated total energy: -667.16249 Ha. The expectation value of S² is 0.755. The largest force on an atom comes out at 3.130 eV/A. The value obtained for the gap between HOMO and LUMO (alpha / beta) is 5.89 / 5.76 eV. As for the spin multiplicity: 2.

The geometry in XYZ format:
```
19
Properties=species:S:1:pos:R:3:mulliken_spin:R:1
C -1.72240 1.01183 -0.13930 0.182
N -0.80943 1.05700 -1.26218 0.042
C 0.38954 0.27486 -0.99600 0.015
C 1.32272 1.07939 -0.10272 0.011
S 2.92000 0.15976 0.02141 0.003
C -0.13042 -0.99142 -0.35288 -0.036
N -0.63712 -0.73474 0.97372 0.733
H -1.88309 2.01360 0.25328 0.013
H -2.67614 0.48987 -0.29070 -0.004
H -1.18732 0.42357 0.64019 0.050
H -1.13289 1.08710 -2.21929 -0.005
H 1.02752 -0.00975 -1.84382 -0.004
H 1.39388 2.12654 -0.39791 -0.006
H 0.96574 1.04721 0.94281 -0.001
H 1.95631 -2.53839 2.59534 0.004
H 1.70921 -1.91925 2.25380 -0.003
H -0.81089 -1.61976 -0.94982 0.010
H 0.77415 -1.65548 -0.24947 0.052
H -1.46936 -1.30194 1.12354 -0.057
```

***

# 5
# C4H12N2S

The ion C4H12N2S with charge -1 in a non-equilibrium geometry (ωB97M-V with the def2-TZVPD basis set, the Open Molecules 2025 dataset).

The LUMO energy (alpha / beta) is 3.3 / 3.2 eV. For the energy above the lowest of the compared OMol25 structures with the same formula, charge and spin, the calculation gives 63.0 kcal/mol. The charge is -1. As for the calculated total energy: -667.15495 Ha. The expectation value of S² is 0.752. The largest force on an atom comes out at 4.178 eV/A. The value obtained for the gap between HOMO and LUMO (alpha / beta) is 2.23 / 7.99 eV. As for the spin multiplicity: 2.

The geometry in XYZ format:
```
19
Properties=species:S:1:pos:R:3:mulliken_spin:R:1
C 1.31025 0.69280 0.06828 0.207
N 0.14737 -0.26561 -0.21557 -0.261
C -1.31427 -0.47348 0.40705 0.095
C -1.37057 -1.56304 1.49942 0.082
S -2.17532 -3.20489 0.82173 0.976
C 1.71106 1.33756 -1.23690 0.063
N 0.60039 2.23386 -1.65817 -0.001
H 2.28026 0.16015 0.31297 0.052
H 1.30378 1.35621 1.00987 -0.043
H -2.84671 -3.41013 1.90858 -0.056
H -1.46995 0.53395 1.04161 -0.064
H -1.98497 -0.69934 -0.45333 0.051
H -1.86881 -1.05193 2.40516 -0.321
H -0.41955 -1.93319 1.86206 0.248
H 2.52639 2.07550 -1.01663 -0.032
H 1.87719 0.67082 -2.04818 -0.013
H 0.13464 1.73174 -2.36657 -0.015
H 0.44855 -1.21254 -0.20378 0.033
H 1.11027 3.02155 -2.13761 -0.002
```

***

# 6
# C4H12N2S

The molecule C4H12N2S in a non-equilibrium geometry (ωB97M-V with the def2-TZVPD basis set, the Open Molecules 2025 dataset).

The LUMO energy is 0.9 eV. For the energy above the lowest of the compared OMol25 structures with the same formula, charge and spin, the calculation gives 12.4 kcal/mol. As for the calculated total energy: -667.27510 Ha. The largest force on an atom comes out at 1.632 eV/A. The value obtained for the gap between HOMO and LUMO is 9.60 eV. The SMILES is NC[C@H](N)CCS.

The geometry in XYZ format:
```
19
Properties=species:S:1:pos:R:3:mulliken_charge:R:1
N -1.06006 0.18826 1.91687 -0.590
C -0.50434 -0.89036 1.09960 -0.777
C -1.02528 -0.85659 -0.34644 0.245
N -1.42858 -2.19369 -0.79989 -0.612
C 0.02959 -0.28238 -1.31031 -0.766
C 0.36837 1.15397 -1.00414 -0.790
S 1.71852 1.46717 0.18875 -0.206
H -0.36577 0.66632 2.47764 0.215
H -1.77020 -0.09790 2.55764 0.198
H 0.57503 -0.99984 1.17548 0.371
H -0.82738 -1.84951 1.53309 0.440
H -1.93750 -0.26631 -0.44113 0.405
H -1.06595 -3.00876 -0.36352 0.196
H -2.40749 -2.29847 -1.00913 0.199
H -0.29879 -0.33106 -2.35115 0.317
H 0.90841 -0.92550 -1.22811 0.255
H -0.56735 1.64623 -0.70761 0.344
H 0.61608 1.74450 -1.88965 0.438
H 2.59323 1.50187 -0.79676 0.117
```